No. 1
This record from the OMol25 dataset describes C45H38ClF3N7O5P2S2Se2W as an isolated structure. The level of theory is ωB97M-V/def2-TZVPD.

Structure (XYZ):
```
106
Properties=species:S:1:pos:R:3:forces:R:3
W 0.9847 0.9974 -0.8544 -0.134 -0.403 -0.744
Cl 1.2001 1.2943 4.1346 -0.020 0.015 0.001
C 0.3990 -0.0237 4.9606 0.038 -0.001 0.003
C 0.4592 0.0043 6.3452 0.013 0.021 -0.012
C -0.1476 -1.0014 7.0749 -0.014 -0.016 0.004
C -0.8090 -2.0202 6.4079 -0.003 0.007 0.000
C -0.8552 -2.0293 5.0237 0.042 0.097 -0.021
C -0.2444 -1.0350 4.2506 -0.029 -0.081 -0.026
P -0.3220 -1.0466 2.3927 -0.065 0.084 0.131
C 1.2920 -1.8876 1.9498 0.043 0.096 -0.050
C 1.1299 -2.8943 0.8278 -0.042 -0.105 -0.090
C 2.0590 -3.7675 0.4258 -0.197 0.263 0.630
C 3.4497 -3.9218 0.9449 0.001 -0.952 -1.392
C 3.3384 -2.7655 2.6009 0.297 1.388 1.777
C 2.0525 -2.6228 3.0338 -0.437 -0.604 -0.561
C -1.6368 -2.2904 2.1295 0.038 -0.042 0.033
C -1.4885 -3.6774 2.2192 -0.001 -0.006 0.041
C -2.5795 -4.5150 2.0529 0.005 0.003 0.012
C -3.8407 -3.9809 1.8137 0.000 0.012 -0.005
C -4.0024 -2.6077 1.7254 -0.006 -0.008 -0.010
C -2.9030 -1.7715 1.8691 -0.004 0.040 -0.018
H 0.9820 0.8127 6.8372 -0.002 0.000 -0.003
H -0.1045 -0.9836 8.1556 -0.001 -0.002 -0.001
H -1.2935 -2.8123 6.9631 -0.001 0.001 -0.001
H -1.3861 -2.8299 4.5346 -0.042 -0.063 -0.063
H 0.1721 -2.9615 0.3307 0.001 0.088 -0.035
H 1.7977 -4.4532 -0.3726 -0.042 -0.035 0.041
H 3.7455 -4.9625 1.0879 -0.007 -0.008 -0.043
H 4.0844 -3.1981 3.2561 0.079 -0.317 -0.252
H 1.5401 -3.3309 3.6733 0.036 0.077 0.118
H -0.5157 -4.1075 2.4260 -0.025 0.004 -0.017
H -2.4481 -5.5872 2.1223 -0.001 0.001 -0.002
H -4.6934 -4.6376 1.6960 0.001 0.002 0.000
H -4.9786 -2.1852 1.5235 -0.003 -0.001 0.001
H -3.0306 -0.6984 1.7679 0.007 -0.034 0.002
Se 2.8828 1.1240 -2.6608 -0.053 0.016 -0.066
P 1.6748 2.8644 -2.3033 0.307 -0.140 0.004
Se 1.5312 2.3196 0.8418 0.006 0.298 0.178
C 0.7533 3.4061 -3.7496 -0.039 0.026 0.105
C 1.1439 2.9815 -5.0152 0.026 -0.016 -0.013
C 0.4571 3.4349 -6.1297 -0.010 0.013 -0.009
C -0.6187 4.2990 -5.9813 0.011 -0.007 0.006
C -1.0176 4.7083 -4.7163 0.000 -0.007 -0.011
C -0.3347 4.2619 -3.5977 -0.059 -0.019 -0.010
C 2.5976 4.2655 -1.6323 -0.007 0.001 0.012
C 2.0742 5.5539 -1.6864 -0.006 0.025 -0.039
C 2.7763 6.6065 -1.1160 0.002 0.000 0.001
C 3.9961 6.3781 -0.4990 -0.004 0.004 -0.004
C 4.5225 5.0933 -0.4524 0.003 -0.006 0.003
C 3.8268 4.0378 -1.0155 -0.020 -0.003 0.033
H 1.9708 2.2926 -5.1303 -0.010 0.012 0.004
H 0.7602 3.1064 -7.1147 -0.001 0.001 0.001
H -1.1557 4.6457 -6.8543 0.002 0.001 0.002
H -1.8707 5.3624 -4.5974 0.000 0.000 0.000
H -0.6820 4.5448 -2.6132 -0.007 0.014 0.016
H 1.1336 5.7512 -2.1819 0.041 -0.001 0.017
H 2.3680 7.6071 -1.1629 0.003 0.000 0.003
H 4.5432 7.2020 -0.0607 -0.001 0.001 -0.001
H 5.4806 4.9148 0.0171 -0.001 0.001 -0.001
H 4.2396 3.0357 -0.9905 -0.001 -0.006 -0.001
N -5.8988 -2.8257 -2.0672 0.000 -0.021 -0.028
C -4.9212 -1.8644 -2.0544 0.003 0.014 0.006
C -5.2161 -0.5414 -2.4145 -0.002 0.005 -0.004
C -4.2448 0.4325 -2.3551 0.004 -0.020 -0.039
C -2.9592 0.0951 -1.9378 0.019 -0.034 -0.123
C -2.6557 -1.2097 -1.5574 -0.032 0.018 0.006
C -3.6261 -2.1797 -1.6215 -0.004 -0.015 0.015
S -1.7696 1.3499 -1.8946 -0.119 0.084 0.391
O -2.4028 2.6031 -2.1529 0.037 0.021 -0.127
O -0.5649 1.0181 -2.6832 0.131 0.145 0.081
N -0.9906 1.3612 -0.4356 -0.119 -0.113 0.078
C -1.6927 1.8525 0.6841 -0.016 -0.051 -0.022
N -0.9863 2.3399 1.6853 0.013 0.008 0.054
C -1.6590 2.7809 2.7444 -0.025 0.006 0.013
C -3.0377 2.7240 2.8058 0.020 0.006 0.017
C -3.6785 2.1985 1.6951 -0.005 -0.001 -0.012
N -3.0170 1.7611 0.6311 -0.019 0.021 0.005
H -6.7279 -2.6446 -2.6066 -0.006 0.004 0.006
H -5.6047 -3.7875 -2.0631 -0.001 0.000 0.010
H -6.2163 -0.2851 -2.7409 0.000 -0.002 0.005
H -4.4720 1.4535 -2.6264 0.006 -0.003 0.000
H -1.6728 -1.4698 -1.2016 0.066 -0.004 0.009
H -3.3863 -3.1923 -1.3213 -0.004 0.000 -0.003
H -1.0654 3.1732 3.5607 0.012 0.011 0.014
H -3.5835 3.0675 3.6714 0.001 -0.001 0.000
H -4.7589 2.1188 1.6522 -0.001 0.002 0.000
F 0.8313 -0.6195 -4.5755 0.000 0.029 0.001
C 0.2176 -1.7003 -4.1020 0.000 -0.008 0.013
F 0.4829 -2.7261 -4.9076 0.008 -0.006 0.001
F -1.0947 -1.4905 -4.0972 -0.014 0.006 0.020
S 0.8323 -2.1456 -2.4173 -0.091 0.060 -0.081
O 2.2520 -2.2643 -2.5907 0.028 -0.020 0.003
O 0.0639 -3.2995 -2.0656 -0.013 0.032 -0.013
O 0.4499 -0.9747 -1.5526 0.171 -0.150 0.177
N 5.5581 -3.5561 -0.2113 0.374 0.055 -0.107
C 4.3961 -3.1515 0.3144 0.022 0.160 0.470
C 3.4511 -1.0494 -0.3686 -0.243 0.035 0.119
N 2.4360 -0.4313 0.1296 0.192 0.208 -0.016
C 2.3494 -0.8006 1.5777 0.034 0.068 -0.142
C 3.6823 -1.4790 1.8815 0.098 -0.261 -0.428
N 4.2380 -1.7484 0.5124 -0.154 0.102 -0.154
H 5.6644 -4.5011 -0.5361 -0.020 0.025 0.009
H 6.2467 -2.8758 -0.4859 0.024 -0.035 0.099
H 3.6995 -1.0615 -1.4168 -0.061 -0.032 -0.017
H 2.2049 0.1037 2.1572 -0.025 -0.096 0.044
H 4.3872 -0.8577 2.4309 0.011 0.027 -0.026
```
Positions in Å, forces in eV/Å.

Calculated values
* Kohn-Sham gap (alpha / beta): 5.61 / 5.61 eV
* total energy: -9605.75578 Ha
* energy relative to the best compared isomer or geometry (same formula, charge and spin): 67.2 kcal/mol
* multiplicity: 1
* total charge: +1
* HOMO (alpha / beta): -9.11 / -9.11 eV


No. 2
This record from the OMol25 dataset describes C45H38N10O3PtS as an isolated structure. The level of theory is ωB97M-V/def2-TZVPD.

Structure (XYZ):
```
98
Properties=species:S:1:pos:R:3:forces:R:3
Pt 0.1763 -0.2862 -0.2347 0.029 0.010 -0.098
C 6.6161 -1.3778 0.3183 0.005 0.001 0.005
C 6.5591 -1.5281 -1.0748 0.002 -0.002 -0.004
C 5.3764 -1.3564 -1.7726 0.010 0.014 -0.006
C 4.2429 -1.0279 -1.0346 -0.005 -0.020 -0.006
C 2.8810 -0.7953 -1.4220 0.013 0.032 0.002
N 2.1540 -0.5264 -0.2938 -0.016 0.002 0.033
C 2.9673 -0.5686 0.8020 0.019 -0.012 0.001
N 2.6208 -0.3628 2.0924 -0.011 0.017 -0.029
C 1.4234 -0.0876 2.4886 0.024 0.004 0.055
C 1.0549 0.1621 3.8911 -0.011 0.013 -0.027
C 1.8181 0.1825 5.0392 -0.007 -0.009 0.000
C 1.1576 0.4572 6.2353 0.001 0.001 0.007
C -0.2124 0.7005 6.2656 0.000 0.002 0.004
C -0.9762 0.6798 5.1002 -0.001 -0.011 -0.004
C -0.3147 0.4070 3.9209 0.011 0.008 -0.018
C -0.8047 0.3078 2.5367 0.009 0.007 0.041
N -2.0504 0.4646 2.1986 -0.022 -0.001 -0.071
C -2.5086 0.3699 0.9298 0.021 0.022 0.070
N -1.7812 0.1134 -0.2004 0.048 0.043 0.030
C -2.6022 0.1206 -1.2958 -0.026 -0.048 -0.025
N -2.2508 -0.0704 -2.5875 0.003 0.003 0.004
C -1.0410 -0.3223 -2.9852 0.026 0.002 -0.005
N 0.1033 -0.4293 -2.2284 -0.046 0.000 0.028
C 1.1942 -0.6807 -3.0418 0.015 -0.018 -0.019
N 2.4282 -0.8488 -2.6969 0.000 -0.003 0.009
C 0.7099 -0.7294 -4.4297 0.011 0.016 -0.001
C 1.3788 -0.9481 -5.6161 -0.010 0.001 0.001
C 0.6188 -0.9340 -6.7842 0.001 -0.005 -0.003
C -0.7551 -0.7112 -6.7506 -0.002 0.002 -0.002
C -1.4234 -0.4935 -5.5473 0.003 -0.011 -0.003
C -0.6636 -0.5068 -4.3957 -0.005 0.001 0.010
C -3.9398 0.3933 -0.8495 0.004 0.011 0.021
C -5.1443 0.5173 -1.5378 0.004 0.025 -0.005
C -6.2752 0.8037 -0.7950 -0.006 -0.003 -0.014
C -6.2161 0.9604 0.5990 0.000 0.002 0.010
C -5.0239 0.8354 1.2891 0.002 0.001 0.001
C -3.8812 0.5489 0.5470 0.006 -0.026 -0.024
N 0.2702 0.0268 1.7306 -0.022 -0.028 0.009
C 4.2987 -0.8824 0.3620 -0.016 -0.014 0.003
C 5.4912 -1.0537 1.0571 -0.007 0.011 -0.002
H 7.5619 -1.5208 0.8231 0.000 0.000 -0.001
H 7.4621 -1.7850 -1.6118 0.000 0.001 0.002
H 5.3274 -1.4761 -2.8462 -0.001 -0.005 0.004
H 2.8818 -0.0096 5.0089 -0.001 0.002 -0.002
H 1.7190 0.4804 7.1595 -0.004 0.000 0.001
H -0.6918 0.9076 7.2127 0.005 -0.001 0.001
H -2.0419 0.8633 5.1170 0.002 0.002 -0.001
H 2.4450 -1.1287 -5.6332 -0.001 0.003 0.000
H 1.1031 -1.1044 -7.7361 -0.004 0.001 -0.001
H -1.3137 -0.7133 -7.6767 0.004 -0.001 -0.001
H -2.4920 -0.3305 -5.5133 0.000 0.003 0.002
H -5.1883 0.3894 -2.6109 -0.001 -0.003 0.002
H -7.2299 0.9029 -1.2937 -0.001 -0.002 0.000
H -7.1269 1.1757 1.1414 0.001 0.002 -0.001
H -4.9763 0.9475 2.3639 0.000 0.000 0.000
H 5.5312 -0.9396 2.1316 0.002 0.000 0.000
C -3.3277 3.9435 0.0801 -0.019 -0.014 0.011
C -2.4043 5.0843 -0.3262 0.028 -0.016 0.023
C -0.9622 4.8660 0.1196 -0.043 0.024 -0.010
S -0.3620 3.2424 -0.3944 0.058 0.031 0.009
O 0.9879 2.9950 0.1284 -0.056 -0.043 0.008
C -0.4528 3.0700 -2.1982 -0.001 -0.013 -0.019
C 0.9360 2.9000 -2.8077 0.003 0.030 0.019
C 1.7619 4.1779 -2.7862 -0.006 -0.008 0.001
H -4.3677 4.1903 -0.1256 0.005 0.011 -0.004
H -3.2413 3.7193 1.1456 -0.006 0.001 -0.007
H -3.1139 3.0230 -0.4755 0.017 0.004 0.001
H -2.7197 6.0167 0.1455 0.008 0.011 -0.009
H -2.4445 5.2615 -1.4020 -0.012 0.007 -0.001
H -0.8574 4.8336 1.2061 0.005 -0.005 -0.003
H -0.2421 5.5760 -0.2956 -0.005 0.004 -0.002
H -0.9548 3.9822 -2.5313 -0.014 -0.005 0.004
H -1.1141 2.2188 -2.3715 0.003 0.002 0.000
H 0.7595 2.5669 -3.8340 0.002 0.005 -0.005
H 1.4627 2.0863 -2.3057 -0.012 -0.020 -0.006
H 1.2548 4.9868 -3.3142 0.000 -0.002 -0.003
H 2.7210 4.0140 -3.2741 0.000 0.005 0.000
H 1.9771 4.5072 -1.7669 0.006 -0.005 -0.001
O 4.3457 -5.1003 -3.1908 0.006 -0.014 -0.014
C 3.4200 -6.0057 -2.6337 0.004 0.021 -0.003
N 2.5553 -5.1846 -1.8117 0.017 -0.029 0.004
C 1.3538 -5.6409 -1.3926 -0.006 -0.002 -0.019
O 0.9072 -6.7338 -1.6694 -0.001 0.011 0.004
C 0.5374 -4.6844 -0.5604 0.006 0.001 0.014
C -0.4024 -5.1941 0.3273 -0.002 0.010 -0.001
C -1.1745 -4.3181 1.0719 -0.001 -0.013 0.004
C -1.0014 -2.9575 0.8953 0.008 0.004 -0.028
N -0.1155 -2.4789 0.0190 -0.024 -0.027 0.032
C 0.6403 -3.3138 -0.6971 0.023 -0.009 -0.013
H 5.0814 -5.5972 -3.5630 -0.007 0.007 0.006
H 3.9213 -6.7688 -2.0305 0.004 0.002 0.002
H 2.8039 -6.4988 -3.3872 -0.006 0.000 0.002
H 3.0001 -4.3961 -1.3684 -0.013 0.004 0.007
H -0.5138 -6.2675 0.4111 0.000 0.000 0.002
H -1.9080 -4.6758 1.7802 0.001 -0.001 0.001
H -1.5815 -2.2327 1.4524 -0.002 -0.006 0.003
H 1.3242 -2.8720 -1.4109 -0.023 0.000 0.008
```
Positions in Å, forces in eV/Å.

Calculated values
* Kohn-Sham gap (alpha / beta): 4.90 / 4.80 eV
* total energy: -3027.94738 Ha
* energy relative to the best compared isomer or geometry (same formula, charge and spin): 0.0 kcal/mol
* multiplicity: 5
* total charge: +2
* HOMO (alpha / beta): -10.93 / -13.67 eV


No. 3
This record from the OMol25 dataset describes C45H39AsN4O2PS2Sr as an isolated structure. The level of theory is ωB97M-V/def2-TZVPD.

Structure (XYZ):
```
95
Properties=species:S:1:pos:R:3:forces:R:3
Sr -1.3176 -1.3965 -0.6941 -0.281 -0.369 -0.688
C 1.8462 -6.3872 0.2983 -0.002 0.015 -0.020
S 1.3179 -5.7315 -1.2957 0.065 0.041 0.006
C 0.0551 -4.6052 -0.8545 -0.200 -0.143 -0.022
S -0.6967 -3.8562 -2.2039 0.150 0.053 0.020
N -0.2300 -4.5055 0.4223 0.134 -0.052 0.085
N -1.1674 -3.5504 0.6818 -0.020 0.128 0.236
C -1.8148 -3.6487 1.7770 0.022 -0.146 -0.081
C -2.8248 -2.6400 2.1208 -0.121 0.010 0.008
C -3.5618 -2.7729 3.2910 0.011 0.003 -0.002
C -4.5423 -1.8394 3.5824 0.011 0.011 -0.005
C -4.7533 -0.7938 2.7008 -0.006 0.008 0.014
C -3.9662 -0.7277 1.5628 0.018 0.010 -0.018
N -3.0297 -1.6234 1.2626 -0.147 -0.059 0.235
H 2.5917 -7.1491 0.0775 0.005 0.006 -0.014
H 1.0014 -6.8342 0.8145 0.014 -0.003 0.017
H 2.2873 -5.6095 0.9166 -0.013 -0.004 0.008
H -1.6699 -4.4972 2.4438 0.038 0.010 0.006
H -3.3679 -3.6054 3.9540 -0.002 -0.005 -0.006
H -5.1334 -1.9293 4.4842 -0.001 0.000 0.001
H -5.5066 -0.0414 2.8842 0.001 0.003 0.001
H -4.0948 0.0862 0.8556 -0.003 -0.001 -0.001
O 2.9502 -3.2638 -3.4213 0.038 -0.096 0.028
N 2.2409 -2.1213 -3.7326 -0.050 0.049 0.046
C 2.2206 -1.9115 -4.9804 -0.004 0.004 -0.038
C 1.4987 -0.7687 -5.5524 -0.061 0.066 0.034
C 1.6962 -0.5213 -6.9091 0.014 -0.026 0.009
C 1.0485 0.5162 -7.5565 0.006 0.004 -0.041
C 0.1780 1.3247 -6.8473 -0.021 0.020 0.008
C -0.0335 1.0900 -5.4966 0.005 -0.041 0.018
C 0.6121 0.0516 -4.8268 0.047 0.019 -0.045
P 0.3440 -0.1897 -3.0305 0.042 -0.001 -0.090
C -1.2035 0.7705 -2.7591 0.037 0.124 -0.138
C -2.3725 0.1403 -3.2202 0.013 0.044 0.061
C -3.6241 0.6678 -2.9394 0.004 -0.020 0.023
C -3.7319 1.8274 -2.1765 0.015 0.004 0.001
C -2.5853 2.4551 -1.7140 -0.015 0.002 0.008
C -1.3293 1.9321 -2.0042 -0.002 -0.007 0.002
C 1.6912 0.8050 -2.3039 0.020 -0.021 -0.003
C 2.3914 0.2362 -1.2411 -0.011 0.019 -0.001
C 3.4779 0.8892 -0.6762 -0.004 -0.011 0.013
C 3.8815 2.1168 -1.1818 -0.014 0.001 0.002
C 3.1960 2.6894 -2.2463 -0.008 0.014 -0.011
C 2.1068 2.0370 -2.8066 0.002 -0.005 0.014
H 2.5914 -3.5485 -2.5688 -0.004 0.007 0.000
H 2.7214 -2.5990 -5.6606 0.006 0.006 0.006
H 2.3723 -1.1624 -7.4615 0.000 0.000 -0.001
H 1.2202 0.6889 -8.6105 0.002 -0.007 0.000
H -0.3394 2.1377 -7.3393 0.000 0.001 0.003
H -0.7210 1.7283 -4.9568 0.005 0.010 -0.015
H -2.2913 -0.7640 -3.8190 -0.002 -0.003 0.003
H -4.5131 0.1803 -3.3183 0.002 -0.004 0.000
H -4.7070 2.2421 -1.9567 0.000 0.002 0.001
H -2.6633 3.3632 -1.1290 0.002 0.000 0.001
H -0.4441 2.4295 -1.6326 -0.002 0.004 -0.014
H 2.1029 -0.7431 -0.8743 0.000 0.002 0.005
H 4.0165 0.4313 0.1443 0.000 -0.001 -0.001
H 4.7371 2.6242 -0.7548 0.002 -0.001 0.000
H 3.5220 3.6384 -2.6532 0.001 0.001 0.001
H 1.5943 2.4753 -3.6552 0.000 0.003 -0.003
O -0.5148 0.3031 0.6102 0.112 0.333 0.224
As 0.0202 0.9635 2.0373 0.165 0.019 0.162
C 0.5672 2.7816 1.8295 0.007 0.006 0.010
C 0.4698 3.6708 2.8972 -0.001 -0.024 -0.005
C 0.9015 4.9790 2.7380 -0.001 -0.002 0.000
C 1.4221 5.3931 1.5190 -0.004 -0.001 0.001
C 1.5234 4.5016 0.4599 0.001 0.004 0.000
C 1.1012 3.1896 0.6129 -0.010 -0.030 -0.015
C 1.5064 -0.0764 2.6438 -0.016 -0.002 -0.010
C 2.6016 0.5280 3.2491 -0.022 0.025 0.009
C 3.6852 -0.2498 3.6325 -0.003 -0.008 -0.006
C 3.6708 -1.6199 3.4090 -0.001 0.004 0.007
C 2.5748 -2.2216 2.8031 0.012 -0.005 -0.001
C 1.4898 -1.4500 2.4175 -0.020 0.015 -0.010
C -1.3374 0.9844 3.3901 0.008 0.009 -0.014
C -2.3650 1.9200 3.2864 0.002 0.009 -0.007
C -3.3196 2.0062 4.2864 0.002 -0.006 -0.007
C -3.2525 1.1548 5.3828 0.000 -0.002 0.000
C -2.2382 0.2136 5.4775 -0.016 0.001 0.005
C -1.2729 0.1285 4.4825 0.024 -0.019 -0.015
H 0.0558 3.3504 3.8457 -0.001 0.008 0.002
H 0.8279 5.6742 3.5634 0.001 0.002 -0.002
H 1.7534 6.4158 1.3960 0.000 0.001 0.000
H 1.9376 4.8224 -0.4867 0.002 0.001 -0.002
H 1.1933 2.4845 -0.2035 0.017 -0.004 0.001
H 2.6180 1.5998 3.4086 0.009 -0.002 0.000
H 4.5427 0.2154 4.0999 0.002 -0.002 0.001
H 4.5195 -2.2218 3.7056 0.001 -0.001 -0.001
H 2.5625 -3.2891 2.6264 -0.002 -0.001 -0.004
H 0.6391 -1.9224 1.9386 0.007 -0.008 0.005
H -2.4049 2.5946 2.4382 -0.009 0.001 0.004
H -4.1093 2.7428 4.2172 -0.001 -0.001 0.001
H -3.9920 1.2314 6.1693 0.001 -0.002 0.001
H -2.1865 -0.4457 6.3340 0.000 0.000 0.000
H -0.4656 -0.5895 4.5695 -0.002 0.002 0.002
```
Positions in Å, forces in eV/Å.

Calculated values
* Kohn-Sham gap: 7.10 eV
* total energy: -5511.78090 Ha
* multiplicity: 1
* total charge: +1
* HOMO: -9.83 eV


Question: What is the multiplicity in the first record?
Answer: 1


Question: Which value of total energy does entry 1 give?
Answer: -9605.75578 Ha


Question: Which of these has the highest total charge?
Answer: C45H38N10O3PtS


Question: Look up the total energy of the first one.
Answer: -9605.75578 Ha